65
Properties=species:S:1:pos:R:3:forces:R:3 method="wB97M-V/def2-TZVPD" relative_energy_ev=6.107 largest_force_ev_per_a=9.4 homo_lumo_gap_ha=0.342 mol_weight_g_mol=553.723 total_charge=+1
C 5.115483 4.948613 0.613317 0.401 -0.662 -0.798
C 5.961474 4.266208 -0.654989 -2.057 2.710 -6.180
O 5.654833 4.629452 -1.930264 2.130 -2.775 8.735
O 7.031754 3.283415 -0.396165 -3.574 -1.138 -0.817
C 6.661785 2.020257 -1.069398 1.912 -0.688 -8.078
O 6.950768 1.918816 -2.396356 -1.965 0.703 9.205
C 5.986205 0.705512 -0.360725 0.405 0.130 -0.087
B 4.709873 1.021504 0.626675 -0.543 0.389 1.567
O 4.863150 1.484101 2.050271 -3.610 -1.999 -2.291
B 3.525568 1.329176 2.712581 0.471 2.452 -2.338
O 2.410812 2.127318 2.138321 2.651 -3.284 -2.684
B 2.372000 1.764728 0.677169 0.072 0.346 1.478
C 1.164893 2.511000 -0.191504 -0.900 -1.250 -0.765
Br 1.361894 4.515960 0.095980 0.038 -1.509 0.004
C 1.163651 2.140993 -1.788968 1.305 0.519 0.242
C 2.610917 2.472481 -2.551411 -1.356 -0.574 -0.130
Br -0.176572 3.419764 -2.643238 0.404 -1.319 0.315
O 3.332677 0.798345 0.102573 0.716 2.937 2.313
H 5.847725 5.571106 1.308978 -1.592 -1.516 -1.491
H 4.599200 4.049300 1.201101 1.248 2.083 -1.101
H 4.278523 5.642089 0.119692 2.134 -1.663 1.099
H 6.846187 0.127322 0.205705 -1.700 1.312 -1.017
H 5.587234 0.004612 -1.225307 1.106 1.721 1.580
H 3.307665 0.599801 3.611030 0.255 0.057 0.218
H 0.084467 2.235416 0.221875 2.456 0.795 -0.707
H 0.827959 1.017710 -1.966701 0.555 2.519 0.397
H 2.315603 2.644817 -3.695245 1.018 -0.352 2.621
H 3.286433 1.515417 -2.440635 -1.153 2.132 -0.224
H 3.074436 3.443671 -2.079304 -0.806 -2.002 -1.080
C -0.139355 -0.419993 0.767917 0.056 0.052 0.095
C -0.810687 -1.637014 1.376716 0.170 -0.041 0.126
C -1.349145 -2.638794 0.354486 0.132 -0.177 0.267
C -2.433863 -2.233249 -0.654375 -0.080 -0.141 0.224
N -3.895798 -2.006860 -0.188043 -0.925 -0.002 -0.858
C -4.103120 -0.842122 0.778453 0.187 -0.248 0.054
C -3.961962 0.394212 -0.081912 0.365 0.376 0.226
C -4.664341 0.033347 -1.373407 -0.353 0.440 -0.715
C -4.682688 -1.486034 -1.449058 0.203 -0.374 0.275
C -4.629143 -3.287320 0.264170 0.119 0.696 0.152
C -4.092738 -3.943591 1.531107 -0.075 -0.509 0.138
C -3.487362 -5.313574 1.231480 0.132 -0.203 0.227
H -0.816830 0.142671 0.125708 0.013 0.083 -0.058
H 0.205233 0.249590 1.560299 -0.048 -0.005 -0.087
H 0.731460 -0.714715 0.174396 -0.065 0.028 -0.031
H -1.575973 -1.332967 2.090141 -0.052 0.033 0.029
H -0.057412 -2.158537 1.983229 -0.222 -0.034 -0.139
H -1.623970 -3.542258 0.890801 -0.165 -0.073 -0.105
H -0.484629 -2.947960 -0.250896 -0.268 0.105 -0.163
H -2.502582 -3.036192 -1.399146 -0.168 0.203 0.161
H -2.119805 -1.332244 -1.191883 -0.279 -0.032 0.151
H -5.123162 -0.914610 1.173866 0.170 -0.196 -0.161
H -3.405846 -0.897178 1.608182 -0.022 -0.107 -0.079
H -2.912603 0.622185 -0.281499 -0.045 -0.012 0.164
H -4.397285 1.279974 0.389526 0.104 -0.225 0.035
H -4.161978 0.473228 -2.241657 -0.121 -0.078 0.188
H -5.693787 0.414747 -1.373598 0.269 -0.133 -0.031
H -4.216550 -1.889670 -2.353870 -0.054 -0.041 0.348
H -5.713823 -1.850088 -1.385994 0.394 -0.163 0.119
H -4.624394 -3.971183 -0.592387 0.136 0.160 0.149
H -5.670735 -2.992644 0.448420 0.327 0.184 -0.316
H -4.930610 -4.109708 2.220039 0.141 0.199 -0.134
H -3.391046 -3.306274 2.074427 -0.052 0.044 -0.161
H -4.269141 -6.020303 0.930116 0.140 0.130 0.053
H -2.999058 -5.714414 2.125954 -0.074 -0.027 -0.206
H -2.751870 -5.279366 0.423233 -0.015 0.011 0.078